Entry 1:
{
  "formula": "C14H36BaNO17S4",
  "method": "the ωB97M-V functional and the def2-TZVPD basis",
  "spin_multiplicity": 1,
  "homo_energy_ha": -0.1208,
  "lumo_energy_ev": 2.01,
  "total_charge": -1,
  "de_lowest_kcal_mol": 0.0,
  "species": ["Ba", "N", "O", "O", "O", "O", "C", "C", "O", "H", "H", "H", "H", "O", "S", "O", "O", "C", "C", "C", "H", "H", "H", "H", "H", "H", "H", "H", "O", "S", "O", "O", "C", "C", "C", "H", "H", "H", "H", "H", "H", "H", "H", "O", "S", "O", "O", "C", "C", "C", "H", "H", "H", "H", "H", "H", "H", "H", "O", "S", "O", "O", "C", "C", "C", "H", "H", "H", "H", "H", "H", "H", "H"],
  "coordinates": [[-0.968, 0.003, 0.318], [1.347, -0.243, -2.963], [2.102, -1.251, -2.827], [0.981, 0.118, -4.079], [0.806, 0.236, -1.937], [-3.015, 0.214, -1.520], [-4.013, -0.628, -1.020], [-4.385, -0.506, 0.443], [-3.438, -0.889, 1.381], [-3.772, -1.680, -1.324], [-4.926, -0.440, -1.647], [-5.361, -1.016, 0.644], [-4.639, 0.585, 0.605], [0.845, 2.102, 0.439], [1.808, 3.128, 0.555], [3.003, 2.932, 1.275], [2.265, 3.495, -0.894], [1.248, 3.985, -1.823], [1.443, 3.254, -3.131], [1.053, 4.603, 1.171], [1.435, 5.056, -1.941], [0.239, 3.830, -1.444], [2.438, 3.450, -3.529], [0.711, 3.570, -3.876], [1.316, 2.181, -2.974], [0.192, 4.865, 0.571], [1.846, 5.341, 1.126], [0.766, 4.325, 2.181], [1.558, -0.923, 0.877], [2.938, -1.027, 1.164], [3.433, -0.705, 2.435], [3.391, -2.510, 0.929], [2.886, -3.193, -0.254], [3.998, -3.378, -1.295], [3.801, -0.180, -0.088], [2.046, -2.639, -0.662], [2.534, -4.167, 0.076], [4.920, -2.926, -0.928], [3.771, -2.790, -2.187], [4.124, -4.423, -1.557], [4.826, -0.542, -0.123], [3.770, 0.882, 0.119], [3.319, -0.481, -1.026], [-2.060, -4.434, -1.251], [-1.030, -3.503, -1.529], [-0.643, -2.527, -0.592], [0.309, -4.299, -1.860], [0.195, -5.448, -2.697], [1.547, -6.129, -2.773], [-1.362, -2.661, -3.020], [-0.050, -5.159, -3.729], [-0.613, -6.109, -2.386], [1.940, -6.334, -1.776], [2.244, -5.423, -3.225], [1.441, -7.035, -3.361], [-1.720, -3.391, -3.738], [-0.459, -2.127, -3.307], [-2.146, -1.930, -2.794], [-1.524, 3.961, 3.262], [-2.041, 2.617, 3.211], [-1.310, 1.614, 2.546], [-2.247, 2.093, 4.667], [-2.980, 2.927, 5.610], [-2.014, 3.663, 6.507], [-3.665, 2.644, 2.528], [-3.641, 2.242, 6.131], [-3.580, 3.646, 5.050], [-1.487, 4.438, 5.955], [-1.295, 2.966, 6.930], [-2.586, 4.147, 7.304], [-3.532, 2.692, 1.446], [-4.166, 3.538, 2.880], [-4.166, 1.703, 2.748]]
}

***

Entry 2:
{
  "formula": "C4H11BiO3",
  "method": "the ωB97M-V functional and the def2-TZVPD basis",
  "spin_multiplicity": 2,
  "homo_energy_ha": [-0.4510, -0.5045],
  "lumo_energy_ev": [-4.21, -5.44],
  "total_charge": 1,
  "de_lowest_kcal_mol": 0.0,
  "species": ["O", "Bi", "H", "C", "C", "O", "C", "H", "H", "H", "H", "H", "H", "H", "O", "C", "H", "H", "H"],
  "coordinates": [[0.471, 0.257, 2.483], [-1.220, -0.639, 2.276], [1.233, -0.232, 2.062], [0.341, 0.748, -0.599], [-0.479, -0.476, -0.919], [-1.424, -0.773, 0.110], [-2.438, -1.668, -0.334], [0.437, 1.331, -1.533], [-0.204, 1.423, 0.085], [0.176, -1.346, -1.081], [-1.043, -0.290, -1.845], [-3.117, -1.844, 0.509], [-2.990, -1.216, -1.169], [-1.998, -2.623, -0.656], [1.676, 0.399, -0.147], [2.481, 1.520, 0.128], [3.454, 1.152, 0.475], [2.617, 2.143, -0.771], [2.028, 2.134, 0.926]]
}

***

Entry 3:
{
  "formula": "C7H18I2NO4P2Ru",
  "method": "the ωB97M-V functional and the def2-TZVPD basis",
  "spin_multiplicity": 6,
  "homo_energy_ha": [-0.5572, -0.5441],
  "lumo_energy_ev": [-8.43, -10.95],
  "total_charge": 2,
  "de_lowest_kcal_mol": 0.0,
  "species": ["I", "I", "Ru", "P", "C", "C", "H", "H", "H", "H", "H", "H", "C", "H", "H", "H", "P", "C", "C", "H", "H", "H", "C", "H", "H", "H", "H", "H", "H", "C", "O", "O", "N", "O", "O"],
  "coordinates": [[-1.592, -1.859, -5.000], [-0.014, 2.747, -0.829], [-0.061, 0.237, -0.385], [-2.337, 0.059, -0.173], [-3.216, -0.045, -1.740], [-2.673, -1.408, 0.852], [-3.648, -1.332, 1.344], [-3.971, 1.293, 1.105], [-1.870, -1.465, 1.599], [-2.307, 1.663, 1.662], [-2.872, -0.924, -2.324], [-2.623, -2.306, 0.221], [-2.933, 1.484, 0.780], [-4.288, -0.082, -1.561], [-2.896, 2.397, 0.156], [-2.968, 0.848, -2.347], [2.297, 0.087, 0.076], [3.292, 0.053, -1.453], [2.871, 1.592, 0.976], [1.995, -1.599, 1.778], [3.740, -1.416, 1.389], [2.658, -2.275, 0.284], [2.724, -1.424, 0.969], [2.236, 1.788, 1.843], [3.911, 1.459, 1.315], [4.382, 0.101, -1.265], [3.033, 0.901, -2.099], [2.831, 2.454, 0.309], [3.083, -0.877, -2.015], [0.176, -0.873, -1.824], [0.538, -1.567, -2.698], [0.216, -0.668, 3.771], [0.131, 0.150, 2.915], [0.212, 1.362, 2.897], [-0.058, -0.557, 1.267]]
}

***

Entry 4:
{
  "formula": "C17H19NO3S",
  "method": "the ωB97M-V functional and the def2-TZVPD basis",
  "spin_multiplicity": 1,
  "homo_energy_ha": -0.3150,
  "lumo_energy_ev": 0.60,
  "smiles": "Cc1cc(C)c(NC(=O)COC(=O)Cc2ccsc2)c(C)c1",
  "de_lowest_kcal_mol": 4.8,
  "species": ["C", "C", "C", "C", "C", "C", "N", "C", "O", "C", "O", "C", "O", "C", "C", "C", "C", "S", "C", "C", "C", "C", "H", "H", "H", "H", "H", "H", "H", "H", "H", "H", "H", "H", "H", "H", "H", "H", "H", "H", "H"],
  "coordinates": [[-0.748, -6.116, 0.327], [-0.882, -4.628, 0.210], [-0.025, -3.782, 0.896], [-0.113, -2.400, 0.791], [0.817, -1.529, 1.572], [-1.090, -1.865, -0.049], [-1.242, -0.461, -0.192], [-0.275, 0.394, -0.583], [0.858, 0.088, -0.871], [-0.748, 1.861, -0.657], [0.338, 2.715, -0.342], [0.838, 2.555, 0.886], [0.341, 1.838, 1.715], [2.095, 3.374, 1.100], [2.088, 4.648, 0.318], [2.404, 4.724, -1.065], [2.302, 5.981, -1.558], [1.821, 7.110, -0.352], [1.754, 5.863, 0.828], [-1.974, -2.694, -0.744], [-3.028, -2.100, -1.631], [-1.859, -4.067, -0.602], [-1.708, -6.605, 0.182], [-0.061, -6.487, -0.434], [-0.352, -6.394, 1.301], [0.731, -4.206, 1.540], [1.251, -2.081, 2.401], [1.622, -1.180, 0.924], [0.310, -0.645, 1.954], [-2.181, -0.109, -0.081], [-1.035, 2.113, -1.680], [-1.579, 2.043, 0.033], [2.926, 2.742, 0.775], [2.199, 3.560, 2.170], [2.685, 3.868, -1.652], [2.482, 6.326, -2.556], [1.474, 6.104, 1.835], [-3.784, -1.579, -1.041], [-2.588, -1.386, -2.326], [-3.526, -2.879, -2.203], [-2.538, -4.712, -1.141]]
}

***

Entry 5:
{
  "formula": "C3H9NS",
  "method": "the ωB97M-V functional and the def2-TZVPD basis",
  "spin_multiplicity": 1,
  "homo_energy_ha": -0.3059,
  "lumo_energy_ev": 1.11,
  "smiles": "CNCSC",
  "de_lowest_kcal_mol": 17.6,
  "species": ["C", "N", "C", "S", "C", "H", "H", "H", "H", "H", "H", "H", "H", "H"],
  "coordinates": [[0.725, -0.694, -2.294], [-0.352, -0.474, -1.347], [-0.034, -0.887, 0.018], [0.450, 0.561, 1.044], [-1.195, 0.900, 1.750], [1.665, -0.400, -1.824], [0.887, -1.690, -2.728], [0.576, -0.013, -3.136], [-1.246, -0.772, -1.705], [0.808, -1.573, -0.020], [-0.933, -1.287, 0.469], [-1.967, 0.893, 1.034], [-1.107, 1.836, 2.290], [-1.378, 0.098, 2.464]]
}

***

Entry 6:
{
  "formula": "C53H92Cl22N5OS",
  "method": "the ωB97M-V functional and the def2-TZVPD basis",
  "spin_multiplicity": 1,
  "homo_energy_ha": -0.3441,
  "lumo_energy_ev": -3.41,
  "total_charge": 1,
  "species": ["C", "C", "C", "C", "S", "C", "O", "C", "C", "C", "C", "C", "C", "N", "C", "N", "N", "C", "C", "C", "N", "C", "C", "C", "C", "C", "C", "C", "C", "C", "C", "C", "C", "N", "C", "C", "C", "C", "H", "H", "H", "H", "H", "H", "H", "H", "H", "H", "H", "H", "H", "H", "H", "H", "H", "H", "H", "H", "H", "H", "H", "H", "H", "H", "H", "H", "H", "H", "H", "H", "H", "H", "H", "H", "H", "H", "H", "H", "H", "H", "H", "H", "H", "H", "H", "H", "Cl", "C", "C", "Cl", "H", "H", "H", "H", "Cl", "C", "C", "Cl", "H", "H", "H", "H", "Cl", "C", "C", "Cl", "H", "H", "H", "H", "Cl", "C", "C", "Cl", "H", "H", "H", "H", "Cl", "C", "C", "Cl", "H", "H", "H", "H", "Cl", "C", "C", "Cl", "H", "H", "H", "H", "Cl", "C", "C", "Cl", "H", "H", "H", "H", "Cl", "C", "C", "Cl", "H", "H", "H", "H", "Cl", "C", "C", "Cl", "H", "H", "H", "H", "Cl", "C", "C", "Cl", "H", "H", "H", "H", "Cl", "C", "C", "Cl", "H", "H", "H", "H"],
  "coordinates": [[1.959, -4.239, 5.478], [1.031, -4.627, 4.581], [0.949, -4.213, 3.103], [0.424, -2.745, 2.924], [-1.089, -2.800, 1.846], [-0.078, -2.096, 4.253], [-1.288, -2.687, 4.728], [-2.311, -1.746, 4.865], [-2.248, -0.752, 5.839], [-3.259, 0.171, 5.907], [-4.356, 0.175, 5.056], [-4.464, -0.829, 4.103], [-3.410, -1.780, 4.040], [1.439, -1.805, 2.390], [2.765, -2.184, 2.642], [3.652, -1.193, 2.734], [3.221, -3.438, 2.757], [2.253, -4.467, 2.270], [1.945, -4.347, 0.760], [3.122, -3.856, -0.066], [3.391, -2.617, -0.184], [2.770, -5.865, 2.712], [3.638, -6.633, 1.666], [2.762, -7.657, 0.869], [2.809, -7.529, -0.692], [1.362, -7.654, -1.234], [1.228, -7.367, -2.760], [0.065, -6.416, -3.107], [0.324, -4.942, -2.722], [1.277, -4.206, -3.693], [1.299, -2.675, -3.358], [2.732, -2.074, -3.346], [3.062, -1.203, -4.583], [2.041, -0.204, -4.866], [1.677, 0.860, -4.124], [0.675, 1.510, -4.837], [0.474, 0.754, -6.027], [1.339, -0.329, -6.036], [3.037, -4.215, 5.279], [1.669, -3.871, 6.470], [0.274, -5.338, 4.933], [0.207, -4.882, 2.645], [-0.580, -2.315, 0.683], [0.714, -2.044, 5.012], [-0.321, -1.056, 3.979], [-1.417, -0.690, 6.540], [-3.180, 0.954, 6.657], [-5.144, 0.925, 5.091], [-5.280, -0.918, 3.394], [-3.434, -2.577, 3.298], [1.311, -1.700, 1.383], [4.429, -1.276, 3.374], [3.566, -0.350, 2.181], [4.141, -3.531, 2.337], [1.599, -5.306, 0.349], [1.133, -3.643, 0.539], [3.775, -4.586, -0.571], [4.233, -2.531, -0.757], [3.363, -5.700, 3.621], [1.953, -6.541, 2.992], [4.257, -5.993, 1.025], [4.342, -7.242, 2.254], [1.703, -7.595, 1.166], [3.078, -8.676, 1.132], [3.307, -6.623, -1.058], [3.340, -8.412, -1.075], [0.665, -6.979, -0.707], [0.991, -8.673, -1.047], [0.971, -8.326, -3.241], [2.175, -7.052, -3.221], [-0.116, -6.427, -4.194], [-0.883, -6.727, -2.642], [-0.648, -4.420, -2.810], [0.642, -4.797, -1.677], [2.281, -4.638, -3.561], [0.956, -4.292, -4.739], [0.918, -2.601, -2.324], [0.609, -2.098, -3.986], [3.486, -2.867, -3.234], [2.786, -1.407, -2.471], [3.989, -0.654, -4.338], [3.293, -1.843, -5.440], [2.083, 1.140, -3.159], [0.137, 2.418, -4.590], [-0.224, 0.930, -6.827], [1.503, -1.105, -6.770], [-5.480, -0.579, 11.614], [-5.399, -1.263, 9.968], [-3.976, -1.398, 9.487], [-3.206, 0.189, 9.207], [-5.989, -0.630, 9.308], [-5.869, -2.246, 10.008], [-3.953, -1.934, 8.538], [-3.368, -1.945, 10.205], [0.738, 5.950, -6.313], [1.037, 5.511, -8.017], [0.237, 4.308, -8.446], [0.788, 2.808, -7.644], [2.106, 5.347, -8.137], [0.756, 6.376, -8.618], [0.350, 4.154, -9.521], [-0.819, 4.433, -8.231], [4.569, 6.715, -7.692], [4.689, 8.133, -6.612], [3.353, 8.785, -6.364], [2.709, 9.577, -7.829], [5.398, 8.830, -7.054], [5.103, 7.775, -5.669], [3.458, 9.559, -5.606], [2.615, 8.065, -6.018], [-0.038, 7.670, -4.238], [0.077, 8.930, -2.983], [0.965, 10.063, -3.428], [2.669, 9.562, -3.546], [0.440, 8.469, -2.067], [-0.932, 9.298, -2.802], [0.921, 10.878, -2.706], [0.660, 10.452, -4.398], [0.904, 1.759, -11.580], [2.613, 2.218, -11.367], [3.484, 1.038, -11.017], [3.128, 0.412, -9.389], [2.660, 2.988, -10.600], [2.943, 2.652, -12.310], [4.530, 1.340, -11.021], [3.361, 0.223, -11.727], [-5.891, -3.448, 3.459], [-7.555, -3.990, 3.807], [-8.206, -3.142, 4.869], [-7.454, -3.380, 6.465], [-7.516, -5.038, 4.097], [-8.116, -3.915, 2.877], [-9.256, -3.414, 4.968], [-8.149, -2.084, 4.623], [2.196, -2.321, 8.370], [0.495, -1.788, 8.497], [0.121, -1.394, 9.903], [0.081, -2.796, 11.001], [-0.139, -2.593, 8.126], [0.386, -0.931, 7.833], [-0.876, -0.956, 9.906], [0.817, -0.664, 10.311], [-8.006, -3.266, 12.393], [-9.025, -1.881, 11.929], [-10.254, -2.315, 11.172], [-9.831, -2.954, 9.564], [-8.418, -1.195, 11.342], [-9.313, -1.377, 12.851], [-10.914, -1.463, 11.015], [-10.808, -3.080, 11.710], [2.515, 2.226, 6.486], [3.152, 1.609, 4.945], [4.483, 2.229, 4.588], [4.332, 3.952, 4.183], [2.405, 1.793, 4.174], [3.264, 0.530, 5.062], [4.898, 1.732, 3.709], [5.197, 2.133, 5.403], [3.389, 12.227, -4.767], [2.737, 13.801, -5.296], [1.273, 13.949, -4.965], [0.250, 12.855, -5.932], [2.917, 13.899, -6.364], [3.310, 14.571, -4.781], [0.948, 14.965, -5.187], [1.080, 13.750, -3.913], [-3.367, 3.882, -7.010], [-4.410, 4.957, -7.977], [-4.240, 4.730, -9.459], [-2.637, 5.251, -10.035], [-4.181, 5.985, -7.703], [-5.439, 4.746, -7.689], [-4.980, 5.310, -10.008], [-4.367, 3.681, -9.718]]
}

***

> What is the formula in the sixth record?

C53H92Cl22N5OS